Density functional theory data (ωB97M-V with the def2-TZVPD basis set) for C10H15N5O4 as an isolated structure in a non-equilibrium geometry.

```
34
Properties=species:S:1:pos:R:3
C 0.596 1.928 -1.912
C 1.047 0.870 -1.054
C -0.801 1.958 -2.370
C -1.809 2.392 -1.300
C 0.453 -0.022 1.359
C 1.883 -0.585 1.766
C -0.497 -1.138 0.732
C -0.641 -2.361 1.535
C 0.499 -3.170 1.842
C -1.192 -3.561 3.191
H 2.454 1.098 -2.992
H 2.280 3.427 -3.261
H 0.880 2.709 -1.096
H -1.041 0.964 -2.488
H -0.813 2.388 -3.420
H -3.883 2.893 -1.468
H -2.965 3.186 -3.132
H -0.077 1.754 0.341
H -0.003 0.531 2.197
H -0.025 -1.460 -0.221
H -1.359 -0.764 0.421
H 1.487 -3.148 1.423
H -1.832 -3.800 4.117
H 0.560 -4.817 3.267
H 2.063 -1.160 -0.171
N 1.519 2.041 -3.108
N -3.005 2.627 -1.969
N 0.706 1.049 0.321
N -1.787 -2.722 2.401
N 0.073 -4.029 2.809
O 1.934 0.032 -1.279
O -1.669 2.372 -0.031
O 2.347 -0.340 2.845
O 2.620 -1.139 0.707
```

Summary:
* strongest force on any atom: 0.1247 Eh/bohr
* Kohn-Sham gap: 8.04 eV
* charge: 0
* E: -964.56857 hartree
* energy relative to the best compared isomer or geometry (same formula, charge and spin): 9.3219 eV
* highest occupied orbital energy: -8.2 eV